Record 1
One molecule with the formula C10H12N2S, computed with wB97M-V/def2-TZVPD.

Summary:
total charge	0
relative energy (zero: lowest compared OMol25 entry of this formula, charge and spin)	86.2	kcal per mole
Kohn-Sham gap	8.48	eV
largest force on an atom	4.3	eV/Å
structure (SMILES)	[H]/N=C/C1=NCSC2=CC=C(C)[C@]21C
lowest unoccupied orbital energy	0.77	eV

Positions of all 25 atoms, in Å:
S  -3.430  -0.101  -0.141
N  1.275  2.231  -1.354
N  -1.557  2.073  -0.227
C  0.553  -1.068  -0.473
C  2.033  -0.950  -0.571
C  -0.103  -2.021  -1.155
C  -0.533  1.337  -0.131
C  -1.904  -0.790  -0.478
C  -0.468  -0.293  1.701
C  -2.914  1.788  -0.192
C  -0.490  -0.188  0.165
C  0.832  2.013  -0.175
C  -1.544  -1.925  -1.076
H  1.226  2.122  0.882
H  -2.384  -2.422  -1.562
H  0.588  -0.011  2.122
H  0.288  -2.860  -1.626
H  2.247  -0.866  -1.659
H  2.756  -1.831  -0.210
H  -1.210  0.303  2.067
H  2.114  2.756  -1.311
H  -3.328  2.354  -0.936
H  -0.739  -1.381  2.042
H  2.239  -0.072  0.086
H  -3.228  2.305  0.718

These are the natural (NBO) partial charges, in e, on atoms 1 to 2: atom 1 (S): 0.202, atom 2 (N): -0.570

=====

Record 2
One molecule with the formula C10H12N2S, computed with wB97M-V/def2-TZVPD.

Summary:
total charge	0
relative energy (zero: lowest compared OMol25 entry of this formula, charge and spin)	7.4	kcal per mole
Kohn-Sham gap	8.96	eV
largest force on an atom	2.4	eV/Å
structure (SMILES)	C=CCNC(=S)Nc1ccccc1
lowest unoccupied orbital energy	0.78	eV

Positions of all 25 atoms, in Å:
S  -2.835  -1.926  0.351
N  -0.360  -1.394  -0.478
N  -1.695  0.461  0.082
C  1.979  -1.107  -1.085
C  -1.571  -0.886  -0.017
C  -1.133  3.891  -0.187
C  0.933  -0.877  -0.166
C  2.489  0.222  1.298
C  -0.648  2.649  0.050
C  -1.039  1.447  -0.750
C  3.510  -0.005  0.396
C  1.196  -0.213  1.024
C  3.246  -0.688  -0.775
H  1.719  -1.679  -1.924
H  0.046  2.505  0.830
H  -0.398  -2.398  -0.634
H  -2.604  0.690  0.449
H  -1.818  4.058  -0.990
H  4.072  -0.876  -1.477
H  -0.798  4.698  0.443
H  -1.724  1.788  -1.547
H  0.401  -0.032  1.726
H  -0.177  0.976  -1.287
H  4.569  0.309  0.622
H  2.686  0.710  2.211

These are the natural (NBO) partial charges, in e, on atoms 1 to 2: atom 1 (S): -0.253, atom 2 (N): -0.640

=====

Record 3
A 2-piece molecular cluster, C10H12N3S2 overall, computed with wB97M-V/def2-TZVPD.

Summary:
total charge	-1
Kohn-Sham gap	5.21	eV
largest force on an atom	3.8	eV/Å
lowest unoccupied orbital energy	2.69	eV

Positions of all 27 atoms, in Å:
S  2.068  1.238  0.472
S  1.155  3.452  1.309
N  0.894  2.948  -1.394
N  -2.924  0.808  1.244
N  2.295  -2.108  0.620
C  1.358  2.642  -0.143
C  1.319  -1.456  0.611
C  -0.791  -0.624  1.495
C  0.170  -0.618  0.527
C  -1.950  0.154  1.347
C  -0.663  3.007  -3.806
C  1.205  2.010  -2.477
C  -0.462  3.515  -1.372
C  0.805  2.584  -3.836
C  -0.919  4.042  -2.723
H  -0.440  4.314  -0.623
H  -1.184  2.757  -1.012
H  -0.076  -0.201  -0.461
H  -0.983  3.386  -4.783
H  -0.723  -1.287  2.365
H  0.680  1.049  -2.330
H  1.447  3.434  -4.093
H  -1.992  4.248  -2.641
H  2.278  1.779  -2.457
H  0.953  1.824  -4.614
H  -0.411  4.987  -2.946
H  -1.262  2.120  -3.580

These are the natural (NBO) partial charges, in e, on atoms 1 to 2: atom 1 (S): -0.243, atom 2 (S): -0.282

=====

Record 4
C10H12NO as an isolated structure, computed with wB97M-V/def2-TZVPD.

Summary:
total charge	+1
relative energy (zero: lowest compared OMol25 entry of this formula, charge and spin)	39.1	kcal per mole
Kohn-Sham gap	8.89	eV
largest force on an atom	3.2	eV/Å
lowest unoccupied orbital energy	-4.39	eV

Positions of all 24 atoms, in Å:
O  -1.382  -1.259  -1.848
N  -0.085  -1.396  1.254
C  -1.128  -1.259  -0.679
C  0.333  1.328  -1.245
C  -0.692  -2.406  0.293
C  -0.971  -0.108  0.261
C  0.200  -3.487  -0.299
C  -0.263  1.115  -0.055
C  1.095  2.490  -1.390
C  0.396  3.211  0.819
C  -0.236  2.026  1.045
C  1.109  3.430  -0.355
H  0.282  -4.466  0.419
H  1.586  2.747  -2.358
H  1.219  -3.119  -0.695
H  -0.479  -1.624  2.168
H  1.798  4.233  -0.634
H  0.429  0.756  -2.131
H  -0.414  -3.813  -1.225
H  0.903  -1.343  1.363
H  -1.494  -2.848  0.869
H  -1.827  0.057  0.933
H  -0.732  1.751  1.924
H  0.352  3.984  1.566

These are the natural (NBO) partial charges, in e, on atoms 1 to 2: atom 1 (O): -0.421, atom 2 (N): -0.604